1.
CH4IN | ωB97M-V with the def2-TZVPD basis set

Summary:
* Kohn-Sham gap: 8.7 eV
* calculated total energy: -392.8428 hartree
* multiplicity: 1
* LUMO: -0.00014 Eh

CARTESIAN COORDINATES (ANGSTROEM)
H 1.35 0.06 0.67
H 0.62 1.36 -0.53
H -0.75 -1.26 0.68
C 0.87 0.30 -0.19
H 1.10 -0.35 -1.05
I -2.44 0.16 -0.32
N -0.74 -0.27 0.74

The net atomic charges from Löwdin, expressed in e, are: atom 1 (H): -0.0176, atom 2 (H): 0.0630, atom 3 (H): -0.0993, atom 4 (C): 0.0048, atom 5 (H): 0.0383, atom 6 (I): 0.5872, atom 7 (N): -0.5765

***

2.
C6H11NO | ωB97M-V with the def2-TZVPD basis set

Summary:
* Kohn-Sham gap (spin up / spin down): 4.8 / 5.6 eV
* calculated total energy: -364.9203 hartree
* multiplicity: 2
* charge: -1
* LUMO (spin up / spin down): 0.13417 / 0.13381 Eh

CARTESIAN COORDINATES (ANGSTROEM)
O -1.53 -1.66 -2.59
H -0.31 -0.59 1.36
H -1.04 1.42 -0.98
C -0.54 1.79 2.14
H 0.14 -2.51 -1.74
C 0.79 -0.36 1.18
H 1.68 1.46 2.06
H -0.14 1.87 0.78
C 0.68 1.01 1.93
H -1.35 1.28 2.72
H -0.71 -1.35 -0.56
H 1.99 -0.75 -0.69
C -0.56 -1.65 -1.79
H -1.77 0.20 -1.97
C 1.17 -0.20 -0.31
N -0.92 0.69 -1.67
C -0.15 -0.38 -1.14
H 1.29 -1.14 1.71
H 1.29 0.88 -0.45

The net atomic charges from Löwdin, expressed in e, are: atom 1 (O): -0.1154, atom 2 (H): 0.0928, atom 3 (H): 0.0492, atom 4 (C): -0.2356, atom 5 (H): 0.1357, atom 6 (C): -0.2746, atom 7 (H): 0.0405, atom 8 (H): 0.0775, atom 9 (C): -0.4528, atom 10 (H): -0.0697, atom 11 (H): 0.1553, atom 12 (H): 0.0867, atom 13 (C): -0.3763, atom 14 (H): 0.0743, atom 15 (C): -0.1270, atom 16 (N): 0.1040, atom 17 (C): -0.3198, atom 18 (H): 0.0642, atom 19 (H): 0.0911

***

3.
H10O4S2 | ωB97M-V with the def2-TZVPD basis set

Summary:
* Kohn-Sham gap: 9.8 eV
* calculated total energy: -1103.2984 hartree
* multiplicity: 1
* SMILES: SS.O.O.O.O
* LUMO: -0.00128 Eh

CARTESIAN COORDINATES (ANGSTROEM)
O -1.46 -0.87 -1.89
O 0.01 -0.48 0.97
S 3.52 0.84 -1.04
H 3.63 -0.25 1.30
O -0.90 2.72 -0.40
H -1.51 -1.77 -2.23
H 0.42 -0.20 0.09
H -0.20 2.82 -1.08
S 4.06 -0.81 0.09
H -1.86 -1.03 -1.00
O -2.58 -1.51 1.87
H -1.59 -1.60 1.67
H -2.61 -0.53 2.07
H 2.18 0.42 -1.12
H 0.25 0.32 1.45
H -1.36 1.93 -0.74

The net atomic charges from Löwdin, expressed in e, are: atom 1 (O): -0.0799, atom 2 (O): -0.0864, atom 3 (S): 0.2023, atom 4 (H): -0.1620, atom 5 (O): -0.0775, atom 6 (H): 0.0370, atom 7 (H): 0.0486, atom 8 (H): 0.0507, atom 9 (S): 0.1891, atom 10 (H): 0.0460, atom 11 (O): -0.1240, atom 12 (H): 0.0343, atom 13 (H): 0.0495, atom 14 (H): -0.2057, atom 15 (H): 0.0489, atom 16 (H): 0.0291

***

4.
C3H8N2O | ωB97M-V with the def2-TZVPD basis set

Summary:
* Kohn-Sham gap: 10.0 eV
* calculated total energy: -303.8163 hartree
* multiplicity: 1
* SMILES: [H]/N=C/N.C=CO
* LUMO: 0.03854 Eh

CARTESIAN COORDINATES (ANGSTROEM)
N 2.12 0.15 -0.34
C -2.41 -0.85 -1.32
H 1.03 1.79 2.15
H 2.91 1.67 0.79
H -0.50 -0.14 0.91
H -3.47 -0.83 -1.58
H 1.38 -0.52 -0.50
C -1.94 -0.87 -0.08
H 2.65 0.39 -1.16
H -2.63 -0.89 0.75
O -0.60 -0.79 0.19
H -1.74 -1.08 -2.14
C 2.05 1.00 0.70
N 1.17 0.95 1.62

The net atomic charges from Löwdin, expressed in e, are: atom 1 (N): 0.0948, atom 2 (C): 0.0015, atom 3 (H): 0.0401, atom 4 (H): 0.1180, atom 5 (H): 0.0636, atom 6 (H): 0.0472, atom 7 (H): 0.0777, atom 8 (C): -0.2897, atom 9 (H): 0.0916, atom 10 (H): 0.1063, atom 11 (O): -0.0677, atom 12 (H): 0.0555, atom 13 (C): -0.3805, atom 14 (N): 0.0414

***

5.
CH8NO3 | ωB97M-V with the def2-TZVPD basis set

Summary:
* Kohn-Sham gap: 8.5 eV
* calculated total energy: -323.3841 hartree
* multiplicity: 1
* charge: -1
* LUMO: 0.16472 Eh

CARTESIAN COORDINATES (ANGSTROEM)
H 0.48 0.53 1.11
H -0.41 0.70 -0.77
H 0.27 1.96 -1.20
O -0.17 -0.84 -0.23
H -1.76 -0.85 0.55
H 1.90 0.24 -0.97
O -2.74 -0.63 0.67
H 2.36 -1.20 -0.13
N 2.09 -0.15 -0.07
H 0.89 -1.06 1.47
H -3.02 -0.02 -0.02
O -0.65 1.71 -1.08
C 0.76 -0.40 0.66

The net atomic charges from Löwdin, expressed in e, are: atom 1 (H): 0.0707, atom 2 (H): 0.0272, atom 3 (H): -0.0197, atom 4 (O): -0.3379, atom 5 (H): 0.0067, atom 6 (H): 0.0053, atom 7 (O): -0.1493, atom 8 (H): 0.0715, atom 9 (N): -0.0351, atom 10 (H): 0.0664, atom 11 (H): 0.0038, atom 12 (O): -0.1852, atom 13 (C): -0.5243

***

Relative energy (zero: lowest compared OMol25 entry of this formula, charge and spin) values, unit kcal per mole, following the record order: 38.9 159.3 20.0 47.6 17.1.